Computed, not measured: a cluster of 3 separate species, C3H10O3 in total, with ωB97M-V/def2-TZVPD.

As for the SMILES: C=CCO.O.O. The frontier orbital gap is 10.06 eV. For the total energy, the calculation gives -345.97927 Ha. The value obtained for the energy relative to the best compared isomer or geometry (same formula, charge and spin) is 92.4 kJ/mol.

```
16
Properties=species:S:1:pos:R:3:forces:R:3
O -0.93173 2.25307 -1.12100 0.6 0.5 -0.3
O -1.36031 -0.63940 -2.47579 0.2 -0.1 0.0
O -0.04640 1.31430 1.39877 0.0 -0.1 0.2
C -0.06825 -0.06617 1.77098 0.2 0.4 -0.4
C 0.73779 -0.88986 0.81500 -0.1 -0.2 -0.6
C 1.87543 -1.49173 1.12076 0.1 0.1 0.5
H 0.38802 -0.13998 2.75008 -0.1 0.1 0.3
H -0.61507 1.43193 0.62645 0.0 -0.1 0.0
H -0.97895 2.16064 -2.07954 -0.3 -0.3 0.1
H -0.03437 2.61060 -1.01326 -0.3 -0.1 0.2
H 2.51056 -2.03927 0.42934 -0.3 0.1 0.0
H -1.96845 -0.30118 -3.14046 0.0 -0.2 0.0
H 0.35607 -0.94414 -0.20130 0.0 0.1 0.0
H -1.10661 -0.39502 1.81882 0.0 -0.2 0.1
H -0.97903 -1.44692 -2.84655 -0.2 0.2 0.0
H 2.22130 -1.41686 2.14769 0.2 -0.1 0.0
```
Positions in Å, forces in eV/Å.

List of natural (NBO) charges in e, atom by atom: atom 1 (O): -0.946, atom 2 (O): -0.941, atom 3 (O): -0.737, atom 4 (C): -0.101, atom 5 (C): -0.193, atom 6 (C): -0.393, atom 7 (H): 0.174, atom 8 (H): 0.488, atom 9 (H): 0.477, atom 10 (H): 0.478, atom 11 (H): 0.199, atom 12 (H): 0.469, atom 13 (H): 0.196, atom 14 (H): 0.170, atom 15 (H): 0.473, atom 16 (H): 0.184